Density functional theory data (ωB97M-V with the def2-TZVPD basis set) for a 4-piece molecular cluster, C17H23F9N3O6 overall in a non-equilibrium geometry.

Bonds (Å) are listed after each position.
Element x y z (Å)
1 N -1.3279 4.0688 -4.3940  C2 1.468, H9 1.012, H10 1.013
2 C -2.0635 2.7987 -4.4310  N1 1.468, C3 1.550, H11 1.094, H12 1.092
3 C -1.0678 1.6231 -4.2580  C2 1.550, C4 1.426, N8 1.307
4 C -1.2707 0.4300 -5.0119  C3 1.426, C5 1.375, H13 1.085
5 C -0.3477 -0.5758 -4.8470  C4 1.375, C6 1.394, H14 1.085
6 C 0.6925 -0.3726 -3.9410  C5 1.394, N7 1.310, H15 1.086
7 N 0.7275 0.7713 -3.3043  C6 1.310, N8 1.307, H16 1.023
8 N -0.0787 1.7936 -3.4203  C3 1.307, N7 1.307
9 H -0.9903 4.2586 -3.4589  N1 1.012
10 H -0.5509 4.0231 -5.0417  N1 1.013
11 H -2.4668 2.7234 -5.4454  C2 1.094
12 H -2.8262 2.7757 -3.6500  C2 1.092
13 H -2.1112 0.3215 -5.6888  C4 1.085
14 H -0.4097 -1.5060 -5.4029  C5 1.085
15 H 1.4542 -1.1216 -3.7480  C6 1.086
16 H 1.4907 0.8771 -2.6320  N7 1.023
17 C -8.4471 2.4095 -1.7089  C18 1.513, H26 1.091, H27 1.089, H28 1.090
18 C -6.9977 2.1639 -1.3508  C17 1.513, O19 1.445, H29 1.088, H30 1.090
19 O -6.3870 1.2306 -2.2698  C18 1.445, C20 1.323
20 C -5.9698 1.7328 -3.4201  O19 1.323, O21 1.195, C22 1.534
21 O -6.0512 2.8752 -3.7624  C20 1.195
22 C -5.3091 0.6323 -4.2598  C20 1.534, F23 1.331, F24 1.355, F25 1.333
23 F -6.0162 -0.4955 -4.2651  C22 1.331
24 F -4.0786 0.3291 -3.7804  C22 1.355
25 F -5.1467 1.0004 -5.5309  C22 1.333
26 H -8.9923 1.4665 -1.7619  C17 1.091
27 H -8.9195 3.0494 -0.9649  C17 1.089
28 H -8.5361 2.8888 -2.6838  C17 1.090
29 H -6.9295 1.7057 -0.3663  C18 1.088
30 H -6.4281 3.0923 -1.3172  C18 1.090
31 C 3.4693 2.4373 -0.4141  C32 1.516, H40 1.091, H41 1.091, H42 1.089
32 C 2.7193 1.2498 0.1559  C31 1.516, O33 1.430, H43 1.093, H44 1.090
33 O 3.6173 0.3331 0.7874  C32 1.430, C34 1.337
34 C 3.9840 0.6454 2.0344  O33 1.337, O35 1.192, C36 1.533
35 O 3.6263 1.6095 2.6369  C34 1.192
36 C 4.9019 -0.4460 2.5975  C34 1.533, F37 1.338, F38 1.342, F39 1.329
37 F 5.8374 -0.8157 1.7155  C36 1.338
38 F 4.1949 -1.5412 2.9149  C36 1.342
39 F 5.5347 -0.0411 3.6941  C36 1.329
40 H 4.2630 2.1024 -1.0842  C31 1.091
41 H 2.7922 3.0920 -0.9657  C31 1.091
42 H 3.9413 3.0179 0.3769  C31 1.089
43 H 2.2355 0.6951 -0.6517  C32 1.093
44 H 1.9372 1.5629 0.8476  C32 1.090
45 C 3.8239 -2.4793 5.6201  C46 1.514, H54 1.092, H55 1.083, H56 1.090
46 C 4.6826 -3.2923 6.5648  C45 1.514, O47 1.439, H57 1.088, H58 1.090
47 O 3.9018 -4.2948 7.2397  C46 1.439, C48 1.328
48 C 3.6723 -5.4101 6.5562  O47 1.328, O49 1.196, C50 1.534
49 O 4.0534 -5.6378 5.4461  C48 1.196
50 C 2.8743 -6.3975 7.4174  C48 1.534, F51 1.339, F52 1.340, F53 1.331
51 F 1.8591 -5.7959 8.0507  C50 1.339
52 F 3.6574 -6.9535 8.3514  C50 1.340
53 F 2.3607 -7.3819 6.6833  C50 1.331
54 H 2.9722 -2.0514 6.1521  C45 1.092
55 H 4.4026 -1.6763 5.1794  C45 1.083
56 H 3.4241 -3.1008 4.8194  C45 1.090
57 H 5.0904 -2.6503 7.3434  C46 1.088
58 H 5.5259 -3.7497 6.0478  C46 1.090

Net charge: +1
Total energy (eV): -59208.028
HOMO level (eV): -12.5
Orbital gap (eV): 7.35

Atom charges from the natural (NBO) analysis, given in e for atoms 1 to 5: number 1, N, carries -0.79; number 2, C, carries -0.26; number 3, C, carries 0.21; number 4, C, carries -0.11; number 5, C, carries -0.19